Run one
Density functional theory data (ωB97M-V with the def2-TZVPD basis set) for a 3-piece molecular cluster, C4H13N2O2 overall.

Geometry as XYZ:
```
21
Properties=species:S:1:pos:R:3:nbo_charge:R:1
O -0.09 -0.63 0.77 -0.379
C -0.97 0.20 0.55 0.276
C -1.46 0.48 -0.75 0.310
C -0.66 0.29 -1.96 -0.555
C 0.55 1.24 -2.16 -0.178
N 0.27 2.59 -1.83 -0.782
N 0.22 -4.10 3.37 -1.115
H -1.47 0.82 1.32 0.199
H -2.50 0.88 -0.72 0.244
H -1.36 0.42 -2.81 0.271
H -0.39 -0.78 -1.94 0.336
H 0.77 1.08 -3.21 0.235
H 1.48 0.87 -1.71 0.217
H 0.87 3.29 -2.25 0.415
H -0.16 2.84 -0.96 0.385
H -0.70 -3.82 3.65 0.370
H 0.22 -4.65 2.53 0.367
H 0.90 -4.34 4.06 0.382
H 1.01 0.47 1.14 0.464
H 2.21 1.46 1.51 0.495
O 1.26 1.38 1.41 -0.956
```

The value obtained for the HOMO-LUMO gap is 0.1122 Eh. The HOMO energy comes out at -0.428 Eh. The net charge is +1. Its LUMO energy is -8.60 eV.

---

Run two
Density functional theory data (ωB97M-V with the def2-TZVPD basis set) for a 2-piece molecular cluster, C4H13N2O2 overall.

Geometry as XYZ:
```
21
Properties=species:S:1:pos:R:3:nbo_charge:R:1
N 0.40 1.38 0.03 -0.693
C -0.18 0.20 0.75 -0.046
C -1.37 -0.31 0.00 -0.554
C -2.50 0.70 -0.07 0.459
O -2.29 1.88 0.10 -0.547
C 0.96 -0.79 0.92 -0.249
N 2.08 -0.09 1.57 -0.871
H -0.32 2.12 -0.04 0.469
H 0.76 1.12 -0.88 0.440
H 1.18 1.74 0.60 0.462
H -0.49 0.56 1.73 0.229
H -1.15 -0.57 -1.04 0.269
H -1.76 -1.23 0.43 0.263
H -3.52 0.34 -0.25 0.156
H 0.63 -1.67 1.47 0.215
H 1.29 -1.17 -0.05 0.221
H 2.96 -0.52 1.32 0.391
H 1.99 -0.14 2.59 0.382
H -0.25 -1.55 -3.12 0.488
H 1.13 -0.95 -3.37 0.492
O 0.46 -1.04 -2.69 -0.974
```

The value obtained for the HOMO-LUMO gap is 0.4109 Eh. The HOMO energy comes out at -0.515 Eh. The net charge is +1. Its LUMO energy is -2.84 eV.

---

Which one sits at the bottom of the stability order? run one does.

---

Run one
Density functional theory data (ωB97M-V with the def2-TZVPD basis set) for a 2-piece molecular cluster, CH2Cl4Si overall.

Geometry as XYZ:
```
8
Properties=species:S:1:pos:R:3:nbo_charge:R:1
C 0.16 -1.98 2.07 -0.243
Si -0.36 1.15 -1.38 1.240
Cl 1.65 -1.76 1.50 0.120
Cl 0.36 1.59 0.48 -0.359
Cl -1.97 0.01 -0.98 -0.344
Cl 1.08 -0.07 -2.21 -0.357
H -0.24 -1.18 2.70 0.123
H -0.68 2.23 -2.19 -0.180
```

The value obtained for the HOMO-LUMO gap (spin up / spin down) is 0.2977 / 0.2977 Eh. The HOMO energy (spin up / spin down) comes out at -0.318 / -0.318 Eh. Its LUMO energy (spin up / spin down) is -0.54 / -0.54 eV.

---

Run two
Density functional theory data (ωB97M-V with the def2-TZVPD basis set) for a 2-piece molecular cluster, CH2Cl4Si overall.

Geometry as XYZ:
```
8
Properties=species:S:1:pos:R:3:nbo_charge:R:1
C 0.47 -0.43 0.28 -1.058
Si -1.26 -0.28 0.04 1.499
Cl 1.03 -2.12 -0.22 -0.057
Cl -1.75 -0.73 -1.86 -0.296
Cl 1.55 2.25 -0.68 -0.318
Cl -2.65 0.24 1.37 -0.287
H 0.96 -0.02 1.13 0.226
H 1.65 1.09 -0.07 0.291
```

The value obtained for the HOMO-LUMO gap is 0.2759 Eh. Its SMILES is ClC=[Si](Cl)Cl.Cl. The HOMO energy comes out at -0.310 Eh. Its LUMO energy is -0.92 eV.

---

Which one sits at the bottom of the stability order? run two does.

---

Run one
Density functional theory data (ωB97M-V with the def2-TZVPD basis set) for an isolated ion of composition C3H6NOS and charge +1.

Geometry as XYZ:
```
12
Properties=species:S:1:pos:R:3:nbo_charge:R:1
C 2.22 0.53 0.02 0.491
C 0.14 0.09 -1.20 -0.392
C 0.07 0.06 1.21 -0.409
N 0.93 -0.16 0.02 -0.344
O 2.54 1.67 -0.02 -0.385
S 2.47 -1.13 -0.02 0.595
H -0.46 -0.92 -1.37 0.250
H -0.38 0.95 -1.07 0.240
H 0.84 0.23 -1.96 0.228
H -0.56 -0.72 1.40 0.241
H 0.70 0.09 2.04 0.232
H -0.45 0.97 1.21 0.252
```

The value obtained for the HOMO-LUMO gap is 0.3705 Eh. Its SMILES is C[N+]1(C)SC1=O. The HOMO energy comes out at -0.596 Eh. The net charge is +1. Its LUMO energy is -6.12 eV.

---

Run two
Density functional theory data (ωB97M-V with the def2-TZVPD basis set) for an isolated ion of composition C3H6NOS and charge +1.

Geometry as XYZ:
```
12
Properties=species:S:1:pos:R:3:nbo_charge:R:1
C 3.06 0.10 -0.05 0.369
C 0.44 1.30 0.67 -0.421
C -0.37 -0.83 -0.46 -0.421
N 0.68 -0.01 -0.04 -0.116
O 2.01 -0.34 -0.51 -0.265
S 4.55 0.39 0.25 0.484
H 0.72 2.02 -0.06 0.212
H -0.57 1.42 0.90 0.256
H 1.07 1.41 1.53 0.216
H -0.51 -1.60 0.23 0.209
H -1.26 -0.18 -0.61 0.243
H -0.02 -1.34 -1.38 0.235
```

The value obtained for the HOMO-LUMO gap is 0.2664 Eh. The HOMO energy comes out at -0.499 Eh. The net charge is +1. Its LUMO energy is -6.33 eV.

---

Which one sits at the bottom of the stability order? run two does.

---

Run one
Density functional theory data (ωB97M-V with the def2-TZVPD basis set) for a single C4H4O3 molecule.

Geometry as XYZ:
```
11
Properties=species:S:1:pos:R:3:nbo_charge:R:1
O -0.38 1.53 -1.59 -0.555
C -0.68 0.76 -0.71 0.678
O -1.93 0.55 -0.15 -0.489
C -1.38 -0.30 0.90 -0.113
C -0.07 -0.14 0.22 0.085
C 2.00 -0.33 -0.41 0.009
O 1.21 -0.16 0.61 -0.362
H -1.83 -1.30 0.85 0.195
H -1.53 0.15 1.88 0.198
H 2.99 0.09 -0.34 0.178
H 1.60 -0.86 -1.26 0.177
```

The value obtained for the HOMO-LUMO gap (spin up / spin down) is 0.3218 / 0.2714 Eh. The HOMO energy (spin up / spin down) comes out at -0.323 / -0.308 Eh. Its LUMO energy (spin up / spin down) is -0.04 / -1.00 eV.

---

Run two
Density functional theory data (ωB97M-V with the def2-TZVPD basis set) for a single C4H4O3 molecule.

Geometry as XYZ:
```
11
Properties=species:S:1:pos:R:3:nbo_charge:R:1
C -0.40 0.98 -0.14 0.591
C 1.76 -0.59 0.59 0.285
C 0.96 0.12 -0.26 0.279
C -1.53 -0.07 -0.31 -0.732
O -0.62 2.11 0.20 -0.484
O 2.41 0.30 -0.26 -0.444
O 1.07 -1.34 -0.36 -0.466
H 1.77 -0.65 1.75 0.228
H -2.43 0.51 -0.02 0.240
H -1.39 -1.08 0.20 0.259
H -1.59 -0.30 -1.39 0.244
```

The value obtained for the HOMO-LUMO gap is 0.3857 Eh. Its SMILES is CC(=O)[C@]12O[C@@H]1O2. The HOMO energy comes out at -0.367 Eh. Its LUMO energy is 0.51 eV.

---

Which one sits at the bottom of the stability order? run two does.

---

Run one
Density functional theory data (ωB97M-V with the def2-TZVPD basis set) for a single C4H4O3 molecule.

Geometry as XYZ:
```
11
Properties=species:S:1:pos:R:3:nbo_charge:R:1
C -1.17 0.27 -0.82 -0.739
C -0.56 -0.91 -0.10 0.489
O -1.04 -2.02 -0.05 -0.456
C 0.76 -0.66 0.69 0.375
O 1.30 -1.54 1.31 -0.423
C 1.39 0.72 0.66 0.347
O 1.62 1.29 -0.39 -0.478
H -1.74 0.88 -0.11 0.243
H -1.84 -0.08 -1.60 0.248
H -0.39 0.90 -1.24 0.256
H 1.66 1.15 1.64 0.138
```

The value obtained for the HOMO-LUMO gap is 0.3196 Eh. Its SMILES is CC(=O)C(=O)C=O. The HOMO energy comes out at -0.363 Eh. Its LUMO energy is -1.18 eV.

---

Run two
Density functional theory data (ωB97M-V with the def2-TZVPD basis set) for a single C4H4O3 molecule.

Geometry as XYZ:
```
11
Properties=species:S:1:pos:R:3:nbo_charge:R:1
C 0.59 1.28 -0.99 -0.724
C 0.27 0.65 0.34 0.513
O 0.06 1.26 1.36 -0.495
C 0.23 -0.87 0.44 0.404
O 1.21 -1.56 0.29 -0.468
C -1.11 -1.52 0.79 0.355
O -2.05 -1.38 0.04 -0.472
H 1.31 0.67 -1.55 0.244
H 0.97 2.29 -0.84 0.246
H -0.34 1.33 -1.57 0.255
H -1.15 -2.17 1.69 0.141
```

The value obtained for the HOMO-LUMO gap is 0.3453 Eh. Its SMILES is CC(=O)C(=O)C=O. The HOMO energy comes out at -0.361 Eh. Its LUMO energy is -0.43 eV.

---

Which one sits at the bottom of the stability order? run one does.

---

Run one
Density functional theory data (ωB97M-V with the def2-TZVPD basis set) for a single C4H4O3 molecule.

Geometry as XYZ:
```
11
Properties=species:S:1:pos:R:3:nbo_charge:R:1
C 1.19 1.05 -0.38 -0.723
C -0.07 0.30 -0.70 0.514
O -0.40 -0.09 -1.80 -0.493
C -1.03 -0.06 0.41 0.398
O -1.78 0.72 0.94 -0.457
C -0.89 -1.54 0.75 0.335
O 0.08 -2.10 0.28 -0.456
H 0.98 2.13 -0.40 0.254
H 1.94 0.82 -1.14 0.249
H 1.58 0.77 0.61 0.233
H -1.60 -2.01 1.44 0.146
```

The value obtained for the HOMO-LUMO gap is 0.3228 Eh. Its SMILES is CC(=O)C(=O)C=O. The HOMO energy comes out at -0.357 Eh. Its LUMO energy is -0.94 eV.

---

Run two
Density functional theory data (ωB97M-V with the def2-TZVPD basis set) for a single C4H4O3 molecule.

Geometry as XYZ:
```
11
Properties=species:S:1:pos:R:3:nbo_charge:R:1
C 1.03 0.57 -1.63 -0.333
C 0.32 0.54 -0.49 -0.030
O 0.54 1.03 0.76 -0.513
C 0.23 -0.54 0.97 0.627
O 1.01 -1.37 1.31 -0.484
C -1.27 -0.59 1.27 0.359
O -2.14 -0.19 0.55 -0.464
H 0.70 -0.12 -2.39 0.207
H 1.76 1.31 -1.88 0.211
H -0.72 0.34 -0.75 0.258
H -1.46 -1.00 2.28 0.162
```

The value obtained for the HOMO-LUMO gap is 0.3224 Eh. The HOMO energy comes out at -0.354 Eh. Its LUMO energy is -0.85 eV.

---

Run three
Density functional theory data (ωB97M-V with the def2-TZVPD basis set) for a single C4H4O3 molecule.

Geometry as XYZ:
```
11
Properties=species:S:1:pos:R:3:nbo_charge:R:1
C -0.23 0.12 0.57 -0.569
C -1.06 0.48 1.56 0.748
C 0.72 1.24 0.14 0.396
C 0.15 -1.31 -0.62 0.048
O 0.95 2.13 0.92 -0.548
O -1.71 0.71 2.50 -0.438
O 0.26 -0.63 -1.77 -0.675
H 1.12 1.22 -0.85 0.143
H -0.58 -2.09 -0.25 0.201
H 1.02 -1.55 -0.10 0.197
H -0.63 -0.31 -2.08 0.496
```

The value obtained for the HOMO-LUMO gap is 0.3401 Eh. Its SMILES is O=C=C(C=O)CO. The HOMO energy comes out at -0.332 Eh. Its LUMO energy is 0.22 eV.

---

Run four
Density functional theory data (ωB97M-V with the def2-TZVPD basis set) for a 2-piece molecular cluster, C4H4O3 overall.

Geometry as XYZ:
```
11
Properties=species:S:1:pos:R:3:nbo_charge:R:1
O -0.42 0.04 -3.04 -0.515
C -0.18 -0.14 -1.93 0.578
O 1.26 0.86 -1.12 -0.679
C 1.30 0.18 0.03 -0.115
C -0.05 -0.37 0.37 0.485
C -1.30 -0.02 1.00 -0.162
O -0.44 -1.16 1.34 -0.411
H 1.35 0.80 0.96 0.219
H 2.06 -0.62 0.14 0.173
H -2.21 -0.31 0.47 0.215
H -1.39 0.74 1.77 0.212
```

The value obtained for the HOMO-LUMO gap (spin up / spin down) is 0.3282 / 0.3283 Eh. The HOMO energy (spin up / spin down) comes out at -0.339 / -0.339 Eh. Its LUMO energy (spin up / spin down) is -0.28 / -0.28 eV.

---

Which one sits at the bottom of the stability order? run four does.